Record 1
Entry from the Open Molecules 2025 dataset: a cluster of 9 separate species, C50H116N6O9 in total in a non-equilibrium geometry (ωB97M-V/def2-TZVPD).

Properties
* lowest unoccupied orbital energy: 0.3 eV
* orbital gap: 8.5 eV
* total energy: -81091.0333 eV
* relative energy (zero: lowest compared OMol25 entry of this formula, charge and spin): 80.1 kJ/mol

Cartesian coordinates (Å):
C 6.94660 3.56953 2.24139
C 6.84127 2.15745 1.60472
C 8.26243 1.63586 1.31113
C 6.07742 1.15509 2.48629
C 4.59150 1.38821 2.63915
C 3.93690 1.07006 1.37022
C 4.54526 2.06380 0.29281
C 4.12266 1.50525 -1.10121
C 3.81063 3.35957 0.41253
N 6.09134 2.08364 0.30260
O 6.60281 3.15587 -0.40646
H 7.17735 3.36270 3.28183
H 7.67660 4.23260 1.82260
H 5.98913 4.17432 2.28358
H 8.21924 0.60668 0.98859
H 8.63267 2.14389 0.44785
H 8.96688 1.81576 2.15308
H 6.23812 0.17432 2.05047
H 6.51678 1.10470 3.47772
H 4.21507 0.72894 3.46000
H 4.38976 2.36133 3.05177
H 2.85934 1.18227 1.39643
H 4.18937 0.03494 0.99449
H 4.30377 2.22291 -1.89690
H 3.05069 1.33928 -0.98130
H 4.60387 0.55818 -1.28108
H 3.63767 3.64604 1.50136
H 2.79789 3.25588 0.04451
H 4.27880 4.17240 -0.11072
H 6.21642 3.93941 0.01009
C -1.09724 6.16761 -1.56043
C -1.71469 5.18763 -0.54473
C -2.04147 5.97539 0.73352
C -2.97655 4.63719 -1.14754
C -2.73317 3.66549 -2.28315
C -1.86659 2.57722 -1.75840
C -0.52821 3.02355 -1.15229
C 0.07348 1.82041 -0.40793
C 0.32875 3.52627 -2.35273
N -0.78793 4.08487 -0.14944
O 0.46037 4.62972 0.31582
H -1.88010 6.91595 -1.81804
H -0.22361 6.70442 -1.21070
H -0.85170 5.69803 -2.53119
H -1.08876 6.14302 1.31034
H -2.59927 6.90643 0.49824
H -2.70176 5.39354 1.33396
H -3.51657 4.11100 -0.36067
H -3.59327 5.50654 -1.49725
H -3.68884 3.17193 -2.59697
H -2.25845 4.13596 -3.14384
H -1.62395 1.74049 -2.50391
H -2.44340 2.09458 -0.96316
H 1.02823 2.14687 -0.08677
H 0.11675 0.93589 -0.99716
H -0.56412 1.56031 0.38155
H 1.03194 2.72462 -2.59617
H 0.96251 4.37103 -2.01626
H -0.23225 3.75009 -3.22686
H 0.70818 5.33302 -0.32034
C -2.94215 2.41805 6.18624
C -1.76534 1.47179 6.31225
C -1.35331 1.32029 7.77321
C -2.12957 0.11146 5.66258
C -2.11130 0.05667 4.12807
C -0.69656 0.51729 3.65566
C -0.34298 1.87631 4.21349
C 1.11542 2.15996 3.98617
C -1.08291 2.93955 3.45371
N -0.51479 1.95331 5.66837
O -0.27129 3.24397 6.05240
H -3.49234 2.23866 5.27911
H -3.64666 2.22107 7.00804
H -2.68580 3.48101 6.29171
H -2.07082 0.89687 8.50711
H -0.46088 0.61756 7.74725
H -1.01647 2.30988 8.17656
H -1.43526 -0.59499 6.12585
H -3.14684 -0.12999 6.01683
H -2.27484 -0.96794 3.72697
H -2.93861 0.73654 3.73397
H -0.73452 0.50843 2.59439
H 0.11192 -0.16224 3.92248
H 1.29585 3.12817 4.46050
H 1.31900 2.13376 2.91994
H 1.69864 1.47233 4.51583
H -2.11508 2.73113 3.16408
H -0.68148 3.00302 2.45337
H -1.12298 3.96272 3.87797
H 0.40030 3.16804 6.71344
C -1.58049 0.03191 -4.53214
C -1.77963 -1.15406 -5.47654
C -3.25657 -1.01069 -5.83817
C -0.89559 -0.95142 -6.69620
C -0.91600 -2.14365 -7.61294
C -0.35845 -3.39425 -6.88949
C -1.20559 -3.64999 -5.60000
C -2.41348 -4.52086 -6.04878
C -0.46031 -4.51186 -4.57747
N -1.37734 -2.37137 -4.79625
O -2.36980 -2.58626 -3.80876
H -1.95807 -0.28405 -3.53849
H -2.16387 0.86846 -4.91880
H -0.54259 0.25725 -4.46259
H -3.18356 -0.38370 -6.68772
H -3.84776 -0.62499 -4.96934
H -3.74758 -1.91248 -6.20027
H -1.25087 -0.00691 -7.19152
H 0.08466 -0.80196 -6.29347
H -0.28527 -1.88889 -8.53765
H -1.93648 -2.45859 -8.04056
H 0.65560 -3.26382 -6.54606
H -0.39165 -4.32940 -7.44424
H -1.95380 -5.37366 -6.51637
H -3.00238 -4.86846 -5.23354
H -3.14649 -4.03600 -6.69543
H 0.38679 -3.93278 -4.19174
H -1.07106 -5.02546 -3.86536
H -0.10293 -5.41322 -5.13112
H -3.19803 -2.97182 -4.23111
C -0.12009 -5.93118 0.47828
O -0.28775 -4.79956 1.30774
C -1.43050 -4.95072 2.08096
C -1.69054 -3.65587 2.88438
C -0.70347 -3.30257 4.02055
N -3.02617 -3.79773 3.42847
H 0.80540 -5.84681 -0.13964
H -1.04297 -6.09287 -0.11420
H -0.01603 -6.83545 1.13756
H -2.27463 -5.15547 1.41881
H -1.29173 -5.73795 2.76461
H -1.54333 -2.87074 2.15402
H 0.26456 -3.08960 3.57318
H -0.58866 -4.08403 4.79635
H -1.07238 -2.47268 4.61897
H -3.75192 -4.05080 2.74652
H -3.36584 -2.93475 3.84541
C 2.77509 -1.66117 -3.28753
O 1.93316 -1.27078 -2.22182
C 0.77327 -2.08249 -2.13817
C -0.29036 -1.54813 -1.13530
C 0.47181 -1.37755 0.19369
N -1.37709 -2.49906 -0.99380
H 2.20949 -1.56838 -4.26633
H 3.07013 -2.70156 -3.15632
H 3.67906 -1.03387 -3.42791
H 0.27873 -2.11754 -3.11285
H 1.14985 -3.07342 -1.76799
H -0.75516 -0.61965 -1.53104
H 0.90084 -2.30122 0.49823
H -0.08302 -0.92980 0.98086
H 1.25340 -0.62435 -0.11856
H -1.69257 -2.83616 -1.93719
H -1.09324 -3.36016 -0.49207
C -5.39288 -3.15386 -1.83021
C -5.89620 -3.70202 -0.51241
O -4.96412 -3.58210 0.54329
H -6.04752 -3.28580 -2.66066
H -4.41511 -3.64555 -1.91400
H -5.16874 -2.06995 -1.76523
H -5.99271 -4.74313 -0.61287
H -6.89507 -3.24385 -0.24115
H -4.64058 -2.66326 0.46571
C -4.56073 0.26446 0.82092
C -3.14809 -0.28667 0.80740
O -3.12395 -1.68975 1.02942
H -5.16091 -0.26760 0.04222
H -4.51735 1.24936 0.39169
H -5.07862 0.29210 1.69780
H -2.50128 0.20246 1.61694
H -2.70307 0.08496 -0.10025
H -2.54145 -2.06562 0.26062
C 5.26695 -3.02864 1.55437
C 4.89153 -2.58115 0.14082
O 3.69195 -3.29385 -0.29622
H 5.08803 -4.08417 1.64818
H 4.63489 -2.58432 2.33993
H 6.29804 -2.90449 1.71905
H 5.75022 -2.83075 -0.66611
H 4.73725 -1.54736 0.19589
H 3.19593 -2.57504 -0.71342

Record 2
Entry from the Open Molecules 2025 dataset: a cluster of 16 separate species, C64H112N16 in total in a non-equilibrium geometry (ωB97M-V/def2-TZVPD).

Properties
* lowest unoccupied orbital energy: 0.1 eV
* orbital gap: 11.2 eV
* total energy: -92022.4174 eV
* relative energy (zero: lowest compared OMol25 entry of this formula, charge and spin): 296.9 kJ/mol

Cartesian coordinates (Å):
C -0.57330 5.27308 -0.72278
C -0.44476 6.37058 0.26814
C -0.17296 7.79168 -0.31987
C 0.72724 7.75419 -1.51464
N 1.42673 7.74945 -2.43636
H -1.40947 5.43029 -1.40412
H -0.68417 4.27740 -0.29334
H 0.27728 5.13068 -1.38936
H 0.41599 6.13681 0.89468
H -1.40975 6.41417 0.77311
H 0.28687 8.40010 0.45891
H -1.12323 8.24152 -0.60756
C 0.94148 2.41379 -4.69364
C 1.44682 2.33260 -6.08555
C 2.66566 3.25718 -6.35425
C 3.82842 3.04101 -5.49553
N 4.79096 2.84804 -4.87080
H 1.66265 2.06591 -3.95405
H -0.00963 1.88951 -4.60072
H 0.75367 3.44680 -4.40086
H 0.64461 2.54329 -6.79276
H 1.74104 1.32547 -6.38087
H 2.26052 4.26440 -6.25683
H 2.90819 3.13052 -7.40935
C 0.23560 -3.76402 -1.85617
C -1.29165 -3.69866 -2.10954
C -1.82172 -4.88200 -2.95129
C -1.59863 -6.20754 -2.32968
N -1.38599 -7.20818 -1.81806
H 0.84163 -3.56777 -2.74066
H 0.60671 -4.71980 -1.48623
H 0.52515 -2.95977 -1.17983
H -1.56755 -2.74877 -2.56746
H -1.84382 -3.79650 -1.17485
H -1.35141 -4.85757 -3.93430
H -2.89712 -4.86443 -3.12823
C -2.96681 3.33933 -2.55874
C -3.99195 3.32394 -1.38291
C -5.39681 3.72575 -1.84468
C -5.81971 2.88843 -2.99011
N -6.13379 2.24808 -3.89367
H -1.99098 3.12862 -2.12121
H -3.00781 4.30419 -3.06420
H -3.15774 2.55332 -3.28939
H -3.60121 3.95749 -0.58664
H -3.92791 2.34377 -0.91041
H -5.40776 4.77771 -2.12993
H -6.17060 3.74827 -1.07731
C -4.61435 -3.32615 3.56073
C -5.95480 -3.21692 2.75701
C -6.08089 -1.89394 2.00043
C -5.87596 -0.69545 2.79427
N -5.67129 0.22622 3.43492
H -4.65515 -2.57766 4.35206
H -3.75854 -3.01521 2.96156
H -4.53644 -4.33380 3.96899
H -6.74641 -3.35657 3.49319
H -6.00430 -4.05016 2.05604
H -7.01829 -1.94169 1.44625
H -5.28409 -1.85787 1.25753
C -1.84384 -6.16409 1.76510
C -1.81016 -4.69992 2.18434
C -0.41174 -3.99655 2.26125
C 0.56535 -4.59759 3.19010
N 1.34249 -5.12912 3.87421
H -2.83782 -6.60480 1.84181
H -1.19357 -6.78893 2.37732
H -1.35281 -6.17327 0.79201
H -2.16049 -4.72980 3.21608
H -2.51207 -4.09538 1.60991
H -0.52761 -2.97888 2.63408
H 0.02295 -4.03897 1.26258
C 3.10497 4.66297 -1.60192
C 3.23569 5.43491 -0.23213
C 3.36337 4.54180 1.02156
C 2.18003 3.64109 1.25009
N 1.23417 2.95391 1.42056
H 2.25115 3.98820 -1.66346
H 3.88855 3.94760 -1.85161
H 3.00794 5.31630 -2.46901
H 2.49717 6.23170 -0.14373
H 4.13193 6.05479 -0.25657
H 3.52032 5.21496 1.86436
H 4.19830 3.84136 1.00205
C -0.68646 -1.20391 -5.05084
C 0.79524 -1.53449 -5.17464
C 1.16031 -2.63015 -6.19729
C 0.87500 -2.14429 -7.59086
N 0.62471 -1.77073 -8.68825
H -0.93719 -0.54618 -5.88307
H -0.94561 -0.69722 -4.12121
H -1.31224 -2.08265 -5.20678
H 1.27142 -1.73130 -4.21411
H 1.34396 -0.64309 -5.47867
H 0.64041 -3.56236 -5.97641
H 2.23768 -2.78787 -6.14729
C -0.99251 0.33227 7.42735
C -2.53612 0.13011 7.39222
C -3.15925 0.15493 6.03429
C -2.58307 -0.65075 4.91840
N -2.10318 -1.21021 4.04843
H -0.51294 -0.57009 7.04807
H -0.57943 0.54529 8.41329
H -0.73574 1.21105 6.83580
H -3.09951 0.88641 7.93876
H -2.86956 -0.80047 7.85150
H -3.33094 1.17658 5.69540
H -4.15720 -0.27042 6.14051
C 0.48347 0.68912 -0.96366
C 0.75954 -0.14896 0.33254
C -0.41813 -0.06045 1.30117
C -1.75187 -0.54325 0.88306
N -2.74945 -0.96650 0.50607
H 0.03572 1.65579 -0.73307
H -0.28155 0.17772 -1.54790
H 1.38616 0.89819 -1.53771
H 1.66630 0.11506 0.87678
H 0.97276 -1.19232 0.10008
H -0.55409 0.98543 1.57642
H -0.15566 -0.62526 2.19571
C 4.96407 0.80015 -0.59673
C 6.13543 0.01902 -0.04562
C 6.19171 -0.02620 1.51061
C 5.82165 1.21156 2.20259
N 5.54518 2.19546 2.72833
H 4.90511 0.91367 -1.67919
H 5.00423 1.79927 -0.16284
H 4.03345 0.31315 -0.30540
H 7.03690 0.54367 -0.36219
H 6.35851 -0.99823 -0.36735
H 7.14270 -0.41190 1.87798
H 5.56145 -0.80199 1.94538
C -3.35259 2.76322 2.83357
C -3.08694 4.19645 3.16450
C -3.60003 5.22510 2.09958
C -5.00350 4.97129 1.77245
N -6.09751 4.71288 1.51162
H -3.03915 2.56926 1.80778
H -4.39491 2.45648 2.92062
H -2.83682 2.02431 3.44683
H -2.03993 4.42896 3.35892
H -3.61829 4.36686 4.10085
H -3.02035 5.10742 1.18403
H -3.46964 6.27249 2.37173
C 3.61499 -2.19010 -2.21386
C 4.60179 -1.80699 -3.38177
C 5.81542 -2.72740 -3.51856
C 5.49447 -4.12947 -3.27030
N 5.30630 -5.25595 -3.00971
H 4.14164 -2.12110 -1.26202
H 3.16978 -3.18304 -2.27677
H 2.80399 -1.46418 -2.15553
H 4.84305 -0.74914 -3.27759
H 4.08318 -1.82741 -4.34027
H 6.54239 -2.45417 -2.75374
H 6.24965 -2.59005 -4.50886
C 2.25577 -1.51768 5.28987
C 1.70712 -0.46286 4.25603
C 2.20022 0.96958 4.51944
C 2.14526 1.40556 5.94849
N 2.10544 1.79402 7.04192
H 3.32688 -1.71926 5.27572
H 1.81563 -2.47981 5.02779
H 1.88335 -1.30522 6.29200
H 0.61957 -0.39933 4.29175
H 1.96849 -0.66358 3.21704
H 1.75823 1.77882 3.93816
H 3.23484 1.00609 4.17836
C -3.95907 -0.61352 -3.02549
C -4.73646 -1.80768 -2.43713
C -6.03347 -1.45829 -1.81464
C -6.71599 -2.62989 -1.22085
N -7.20638 -3.55304 -0.70298
H -3.08758 -0.86312 -3.63071
H -3.63567 0.13494 -2.30207
H -4.66349 -0.18881 -3.74070
H -4.14058 -2.25233 -1.64006
H -4.78150 -2.61939 -3.16320
H -6.73016 -0.93259 -2.46760
H -5.81147 -0.72281 -1.04140
C 6.42209 -3.89281 1.11702
C 5.42913 -4.91171 1.64217
C 4.26729 -4.32949 2.50297
C 3.32394 -3.35750 1.81607
N 2.58989 -2.64089 1.30315
H 6.88993 -3.36838 1.95019
H 5.88643 -3.12017 0.56548
H 7.22319 -4.31087 0.50745
H 5.95289 -5.62185 2.28208
H 5.01730 -5.53102 0.84533
H 4.63050 -3.77536 3.36848
H 3.71725 -5.16359 2.93868

Record 3
Entry from the Open Molecules 2025 dataset: a structure of composition C38H38AsCl3GeNOPbS2 in a non-equilibrium geometry (ωB97M-V/def2-TZVPD).

Properties
* lowest unoccupied orbital energy (spin up / spin down): -1.1 / -2.9 eV
* 2S+1: 2
* orbital gap (spin up / spin down): 6.1 / 4.3 eV
* total energy: -225399.7436 eV
* relative energy (zero: lowest compared OMol25 entry of this formula, charge and spin): 0.0 kJ/mol

Cartesian coordinates (Å):
Pb 0.72880 -0.16920 0.46620
S -0.31330 1.51310 -1.17390
C -0.72730 2.94020 -0.22060
C 0.12310 4.03810 -0.20830
C -0.29020 5.20730 0.40350
C -1.53810 5.27480 1.00340
C -2.37050 4.16780 1.00900
C -1.97160 2.98710 0.40440
As -3.03690 1.33090 0.37990
C -3.56980 1.22750 2.24170
C -4.57850 0.33970 2.60800
C -4.89850 0.14740 3.94070
C -4.21260 0.84520 4.92500
C -3.19360 1.71260 4.57080
C -2.86410 1.88700 3.23820
C -4.64870 2.04110 -0.47130
C -4.62000 2.17290 -1.85720
C -5.72680 2.63740 -2.54490
C -6.87970 2.97360 -1.85340
C -6.91450 2.84680 -0.47570
C -5.80760 2.38030 0.21310
H 1.08990 3.96840 -0.68480
H 0.35680 6.07210 0.40300
H -1.85920 6.19120 1.47560
H -3.34370 4.21900 1.48130
H -5.10370 -0.22050 1.83850
H -5.67120 -0.55930 4.21090
H -4.46300 0.70340 5.96720
H -2.63400 2.24130 5.32920
H -2.03510 2.53060 2.97180
H -3.71480 1.89950 -2.39200
H -5.69200 2.72230 -3.62210
H -7.74720 3.32840 -2.39230
H -7.81350 3.10170 0.06570
H -5.85330 2.27830 1.29070
C 10.70530 -1.84040 3.82720
C 9.46840 -1.35430 3.14320
O 8.34840 -1.73080 3.33600
S 9.80910 -0.08890 1.92670
C 8.13440 0.18340 1.37480
C 7.41940 1.26770 1.85680
C 6.08370 1.40170 1.53200
C 5.46210 0.43620 0.74010
C 6.21020 -0.61560 0.20720
C 7.54630 -0.74450 0.52900
C 4.05730 0.43700 0.55670
C 2.85590 0.33280 0.47340
H 10.71920 -2.92790 3.79910
H 10.67710 -1.53960 4.87280
H 11.59880 -1.44150 3.35810
H 7.90180 1.97590 2.51250
H 5.51010 2.23620 1.90790
H 5.72490 -1.33400 -0.43920
H 8.12000 -1.58240 0.15940
C 1.44420 -3.39800 1.81500
C 0.41810 -3.47730 0.68860
C 0.53120 -4.82950 -0.03700
C 0.62660 -2.41800 -0.34680
H 1.28140 -4.20540 2.52450
H 1.37440 -2.45100 2.34940
H 2.45470 -3.48830 1.41900
H -0.59630 -3.40640 1.09130
H 1.51710 -4.94950 -0.48170
H -0.21850 -4.90100 -0.81920
H 0.36740 -5.63290 0.67600
H -0.14780 -2.41140 -1.10630
H 1.61880 -2.45190 -0.78480
Cl -5.68510 -1.68080 -1.52170
Ge -3.69950 -1.65350 -0.50870
Cl -2.36780 -2.30330 -2.20110
Cl -3.73420 -3.57820 0.68220
C 1.79220 2.33940 2.84200
C 0.81860 1.35440 3.38180
C 0.40930 1.22410 4.69640
C -0.49650 0.16160 4.73830
C -0.63230 -0.30930 3.44360
C -1.53350 -1.39020 2.97120
N 0.17660 0.41720 2.62070
H 1.98440 3.10130 3.59610
H 1.40980 2.82140 1.94070
H 2.73620 1.85320 2.58880
H 0.73200 1.83520 5.51730
H -1.00940 -0.21060 5.60140
H -2.49860 -1.30130 3.46640
H -1.13220 -2.37610 3.20720
H -1.69010 -1.32570 1.89350